{"formula": "C2H4O2S2", "method": "ωB97M-V/def2-TZVPD", "species": ["C", "C", "O", "O", "S", "S", "H", "H", "H", "H"], "positions_angstrom": [[1.691, -0.827, 0.374], [-0.219, 0.250, -0.616], [4.291, -0.128, 0.693], [2.809, 1.109, -0.935], [-0.951, 1.226, 0.556], [2.915, 0.204, 0.222], [1.531, -1.499, 1.113], [0.375, 0.915, -1.358], [-0.787, -0.714, -0.930], [-1.570, 0.334, 1.483]], "homo_ev": [-9.04, -9.03], "de_lowest_kj_mol": 576.7, "largest_force_ev_per_a": 5.35, "total_energy_ev": -27898.359, "e_lumo_ev": [-0.90, -0.90]}

{"formula": "C3H5N5", "method": "ωB97M-V/def2-TZVPD", "species": ["H", "N", "C", "N", "C", "N", "N", "N", "C", "H", "H", "H", "H"], "positions_angstrom": [[-1.976, -0.545, -1.207], [-1.141, -0.547, -1.631], [-0.202, -0.375, -0.779], [1.076, -0.301, -1.248], [2.025, -0.052, -0.401], [1.435, 0.638, 0.654], [0.090, 0.061, 0.701], [-1.007, 0.716, 1.235], [-2.013, -0.038, 1.163], [3.202, -0.186, -0.242], [1.984, 0.581, 1.453], [-3.193, 0.071, 1.597], [-2.045, -1.102, 0.527]], "smiles": "[H]/N=c1/nc[nH]n1N=C", "homo_ev": -8.91, "de_lowest_kj_mol": 599.9, "largest_force_ev_per_a": 5.61, "total_energy_ev": -10636.657, "e_lumo_ev": 0.45}

{"formula": "C26H24Br2GaN3OS2", "method": "ωB97M-V/def2-TZVPD", "species": ["Ga", "C", "N", "C", "C", "N", "C", "C", "C", "C", "C", "C", "C", "S", "C", "C", "C", "C", "C", "C", "S", "H", "H", "H", "H", "H", "H", "H", "H", "H", "H", "H", "H", "H", "H", "H", "H", "H", "H", "C", "C", "C", "C", "C", "C", "Br", "C", "C", "Br", "C", "O", "C", "N", "H", "H", "H", "H", "H", "H"], "positions_angstrom": [[8.998, 12.511, 7.084], [11.916, 11.451, 9.797], [12.199, 11.928, 8.477], [12.969, 11.126, 7.430], [12.439, 9.677, 7.295], [11.067, 9.627, 6.719], [10.978, 9.535, 5.269], [10.052, 9.014, 7.457], [10.243, 7.971, 8.405], [9.214, 7.278, 8.950], [7.890, 7.610, 8.664], [7.657, 8.606, 7.704], [8.699, 9.373, 7.181], [8.233, 10.684, 6.059], [12.271, 13.308, 8.320], [12.911, 14.034, 9.312], [13.000, 15.437, 9.350], [12.423, 16.115, 8.286], [11.798, 15.437, 7.240], [11.675, 14.049, 7.207], [10.788, 13.232, 5.873], [12.816, 11.351, 10.466], [11.438, 10.473, 9.783], [11.247, 12.151, 10.215], [14.051, 11.176, 7.614], [12.823, 11.676, 6.482], [12.515, 9.170, 8.282], [13.101, 9.141, 6.604], [11.701, 8.838, 4.851], [11.107, 10.478, 4.758], [9.978, 9.236, 4.990], [11.265, 7.778, 8.734], [9.360, 6.499, 9.705], [7.118, 6.981, 9.041], [6.620, 8.863, 7.479], [13.368, 13.424, 10.083], [13.314, 15.941, 10.268], [12.568, 17.235, 8.142], [11.264, 16.014, 6.442], [7.116, 14.775, 5.015], [6.834, 14.735, 6.508], [5.927, 15.690, 7.009], [5.527, 15.727, 8.335], [6.233, 14.850, 9.232], [5.937, 14.669, 10.658], [4.611, 15.747, 11.555], [6.741, 13.848, 11.464], [7.784, 13.094, 10.944], [8.896, 12.186, 12.196], [8.059, 13.177, 9.563], [9.049, 12.523, 8.942], [7.234, 14.008, 8.721], [7.508, 13.912, 7.344], [6.265, 14.243, 4.517], [8.091, 14.309, 4.775], [7.175, 15.870, 4.682], [5.535, 16.501, 6.319], [4.617, 16.363, 8.682], [6.528, 13.899, 12.558]], "homo_ev": -7.48, "largest_force_ev_per_a": 2.62, "total_energy_ev": -248002.611, "e_lumo_ev": -1.02}